[1]
Entry from the OMol25 dataset: 4 unconnected molecules or ions with the total composition C36H51Br2Cl6F3INO8S (ωB97M-V/def2-TZVPD).

Geometry as ORCA input:
```
! RIJCOSX wB97M-V def2-TZVPD def2/J DEFGRID3
* xyz 0 1
C -4.10054 -1.75181 -0.20027
C -3.46873 -1.15838 -1.43684
O -2.68263 -2.13324 -2.11150
C -2.26087 -1.69447 -3.38234
C -0.85984 -2.19675 -3.66162
O 0.00200 -2.05879 -2.55267
C 1.04806 -1.10183 -2.65368
C 1.14874 -0.35101 -1.34631
C 0.48306 0.85622 -1.16308
C -0.33693 1.45642 -2.28251
N 0.35571 2.50964 -3.03203
C 0.82528 2.14626 -4.36000
C 0.54994 1.54908 0.06822
C -0.15612 2.88039 0.17689
C -1.48775 2.82443 0.95243
C -1.96859 4.19046 1.44916
C -1.59875 5.35132 0.54921
O -2.29802 6.55288 0.93272
C -1.67166 7.27313 1.90161
O -0.78899 8.03981 1.68915
C 1.26355 0.97307 1.13921
S 1.34015 1.80214 2.75099
C 3.07617 1.79528 3.15444
O 0.57350 1.05140 3.70199
O 1.00919 3.19979 2.60672
C 1.94325 -0.24722 0.95114
C 1.89122 -0.87545 -0.28392
C 2.65294 -2.15301 -0.44088
O 2.28673 -3.05619 -1.15247
C 3.90681 -2.31231 0.35220
C 4.97485 -3.16940 -0.24825
C 6.06010 -2.47216 -1.08700
C 5.60226 -1.82249 -2.39631
F 4.46331 -2.36877 -2.87811
Br 6.98823 -2.07895 -3.76778
C 5.39967 -0.29917 -2.23779
F 4.60627 -0.08576 -1.16890
F 6.56775 0.29907 -1.97721
Br 4.59082 0.52922 -3.77746
C 3.92666 -1.74614 1.56453
C 5.01353 -1.84709 2.58899
I 5.12949 -3.83935 3.40443
C 6.39193 -1.33916 2.14243
C 7.10914 -0.58902 3.26519
C 2.73580 -0.95351 2.00967
O 2.46797 -0.90107 3.18245
H -3.47654 -2.50994 0.25617
H -5.08563 -2.16074 -0.41694
H -4.26670 -0.94471 0.50889
H -4.23943 -0.77937 -2.11495
H -2.80791 -0.32644 -1.15980
H -2.92567 -2.12628 -4.13947
H -2.31453 -0.60561 -3.45549
H -0.92131 -3.26414 -3.88702
H -0.45462 -1.70471 -4.54973
H 1.97936 -1.63291 -2.83448
H 0.87814 -0.41767 -3.48097
H -1.22802 1.89179 -1.83013
H -0.69658 0.69007 -2.95681
H 1.11696 2.88195 -2.48251
H 1.72525 1.51769 -4.36168
H 1.05231 3.04274 -4.93335
H 0.04248 1.60596 -4.88910
H 0.51573 3.57334 0.66421
H -0.35185 3.29656 -0.80644
H -2.25269 2.44704 0.27313
H -1.38492 2.15160 1.80086
H -3.06041 4.16904 1.46833
H -1.63003 4.37074 2.46906
H -1.87442 5.14922 -0.48448
H -0.52639 5.54931 0.55627
H -2.07604 7.09250 2.90630
H 3.67264 1.48926 2.30016
H 3.24382 1.17719 4.02746
H 3.31033 2.83292 3.37564
H 5.49182 -3.74675 0.51555
H 4.47336 -3.88892 -0.89521
H 6.78199 -3.24020 -1.34786
H 6.60565 -1.71750 -0.52562
H 4.69668 -1.27445 3.45230
H 6.23833 -0.64448 1.31515
H 7.02055 -2.16832 1.82393
H 7.91846 0.01036 2.85129
H 7.52638 -1.26926 4.00323
H 6.42423 0.10721 3.74824
Cl -6.34049 -2.54360 2.58768
C -8.06061 -2.64638 2.14379
C -8.24872 -3.13523 0.73188
Cl -7.71160 -1.94333 -0.48458
H -8.50512 -1.66426 2.28835
H -8.52496 -3.35088 2.83187
H -9.30477 -3.31972 0.54318
H -7.69452 -4.05423 0.56043
Cl -0.75277 -2.94243 1.61701
C -0.42605 -4.19788 0.39029
C -1.26385 -5.42895 0.60275
Cl -0.79797 -6.32480 2.07598
H 0.63603 -4.42577 0.42159
H -0.65909 -3.75431 -0.57848
H -1.12824 -6.10716 -0.23760
H -2.31810 -5.17888 0.68880
Cl -5.16340 2.30294 -0.26221
C -6.37383 3.58535 0.01399
C -6.37061 4.08054 1.43677
Cl -6.96380 2.84601 2.57480
H -7.34487 3.18354 -0.26371
H -6.12560 4.40621 -0.65666
H -7.03077 4.94190 1.52177
H -5.37179 4.36968 1.75333
*
```

The frontier orbital gap comes out at 7.872 eV. The value obtained for the molecular weight is 1214.29 g/mol. As for the SMILES: CCOCCOCc1c(CNC)c(CCCCOC=O)c(S(C)(=O)=O)c2c1C(=O)C(CC[C@](F)(Br)C(F)(F)Br)=C([C@@H](I)CC)C2=O.ClCCCl.ClCCCl.ClCCCl. The HOMO energy is -9.08 eV. The total energy comes out at -298335.6599 eV.



[2]
Entry from the OMol25 dataset: a molecular structure, C36H51BrCdN3OP2 (ωB97M-V/def2-TZVPD).

Geometry as ORCA input:
```
! RIJCOSX wB97M-V def2-TZVPD def2/J DEFGRID3
* xyz 1 1
C 1.24159 1.32522 -2.30656
C -0.98179 1.90550 -1.84011
C 1.21900 1.97505 -3.54228
C -1.01112 2.71551 -3.01336
C 0.09100 2.75381 -3.85344
H 2.09720 1.89231 -4.18020
H -1.94096 3.24214 -3.22814
H 0.09134 3.38002 -4.74486
N 0.23143 1.41021 -1.44259
P 2.65909 0.75437 -0.02752
P -2.56248 0.47889 0.18101
C 2.45051 0.51429 -1.83962
H 2.27937 -0.55295 -2.05288
H 3.34872 0.80797 -2.39520
C -2.16917 1.55079 -1.14910
H -3.03956 2.12830 -1.48725
C -3.73778 -0.74291 -0.82960
C -3.60522 1.47434 1.50973
C 3.73281 -0.69581 0.50857
C 3.51532 2.43970 -0.02069
C -3.63696 -2.08884 -0.09285
H -4.03475 -2.02146 0.92992
H -4.22163 -2.85022 -0.63202
H -2.59894 -2.43742 -0.02242
C -5.19277 -0.26717 -0.91154
H -5.70804 -0.23116 0.05441
H -5.26627 0.70994 -1.40916
H -5.74860 -0.97873 -1.54479
C -3.29012 -0.86560 -2.29646
H -3.79586 -1.73438 -2.74980
H -3.56324 0.02363 -2.87911
H -2.21588 -1.01075 -2.41177
C -4.21418 0.43128 2.46267
H -3.43826 -0.20539 2.91260
H -4.73402 0.95822 3.27664
H -4.94816 -0.21789 1.96916
C -2.67613 2.38550 2.32685
H -1.91211 1.81918 2.87243
H -2.18896 3.14645 1.70444
H -3.28762 2.91517 3.07745
C -4.69116 2.36499 0.90272
H -5.44435 1.81409 0.33376
H -5.22225 2.85717 1.73342
H -4.26930 3.15051 0.26304
C 4.05271 2.66621 1.39919
H 4.47456 3.68089 1.43519
H 3.26419 2.60047 2.16112
H 4.86218 1.96625 1.64359
C 2.45944 3.51435 -0.34407
H 2.13164 3.46308 -1.38986
H 1.58645 3.43512 0.31677
H 2.91813 4.50231 -0.18314
C 4.65607 2.57443 -1.03719
H 5.11954 3.56015 -0.87861
H 5.43580 1.81839 -0.90294
H 4.30989 2.54375 -2.07742
C 3.13808 -2.01152 -0.02780
H 3.21887 -2.08868 -1.11989
H 3.70878 -2.84924 0.40564
H 2.08244 -2.13578 0.25080
C 3.72471 -0.74663 2.04757
H 2.70915 -0.89523 2.44076
H 4.34416 -1.59628 2.36919
H 4.14018 0.16261 2.49886
C 5.15250 -0.52485 -0.03617
H 5.16358 -0.40740 -1.12912
H 5.68026 0.31740 0.42812
H 5.72466 -1.43356 0.20282
Cd 0.19094 0.58196 0.90619
C 0.67710 2.38113 2.25429
O 0.69819 3.19115 3.07506
N -0.26790 -1.06406 -0.42637
C -0.41237 -1.67460 -1.42681
C -0.34115 -2.80588 -2.30939
C 0.09847 -4.02883 -1.76717
C -0.70784 -2.73718 -3.67229
C 0.17919 -5.16324 -2.57507
H 0.38254 -4.06018 -0.70859
C -0.64711 -3.88269 -4.47077
H -1.03268 -1.78753 -4.10402
C -0.20490 -5.09149 -3.91952
H 0.54544 -6.09439 -2.13621
H -0.94499 -3.83088 -5.52207
H -0.16324 -5.98949 -4.53503
Br -0.07472 0.22696 7.01193
C -0.03013 -0.76096 5.39788
C 0.10629 -2.14655 5.39933
C 0.13937 -2.81169 4.17411
C 0.04846 -2.07322 2.99315
N -0.02259 -0.72628 2.99552
C -0.10681 -0.06979 4.17865
H 0.17979 -2.68523 6.33369
H 0.23403 -3.89012 4.10374
H 0.02725 -2.55970 2.01168
H -0.21834 1.01265 4.14919
*
```

The frontier orbital gap comes out at 5.515 eV. The value obtained for the molecular weight is 796.09 g/mol. The HOMO energy is -8.32 eV. The total energy comes out at -137855.0775 eV.



[3]
Entry from the OMol25 dataset: a molecular structure, C36H51CaCl3F2N3O5P (ωB97M-V/def2-TZVPD).

Geometry as ORCA input:
```
! RIJCOSX wB97M-V def2-TZVPD def2/J DEFGRID3
* xyz -2 1
Ca 0.38052 0.47374 -0.33464
C -1.13268 3.39774 2.51826
C -1.82928 2.03374 2.52556
C -3.35018 2.18884 2.47666
C -1.35958 1.22404 3.70786
C -1.98368 1.32904 4.93836
C -1.56498 0.57814 6.02286
C -0.56278 -0.35446 5.84936
C 0.09722 -0.48826 4.63816
C 1.07812 -1.62856 4.46116
C 0.34872 -2.96096 4.65726
C 2.27002 -1.52186 5.41476
C -0.23898 0.37784 3.57026
N 0.50952 0.40714 2.41056
C 1.79182 0.54914 2.55276
C 2.80532 0.44834 1.59696
C 4.18142 0.55794 1.91086
C 4.86302 0.29634 0.74646
C 3.88012 0.04894 -0.23814
N 2.65912 0.13754 0.27196
C 4.17562 -0.30306 -1.67334
C 2.91502 -0.18276 -2.52374
C 5.24882 0.64544 -2.22304
C 4.68832 -1.74816 -1.72904
H -1.52758 4.02064 1.71856
H -0.06568 3.26094 2.35746
H -1.28278 3.91274 3.46896
H -1.52358 1.49564 1.62096
H -3.71988 2.85274 3.25736
H -3.83348 1.21874 2.58186
H -3.63778 2.60414 1.51406
H -2.80908 2.01494 5.06646
H -2.04278 0.69564 6.98726
H -0.28298 -0.98886 6.68136
H 1.45432 -1.61276 3.43416
H -0.02478 -3.06816 5.67446
H 1.01762 -3.79246 4.44626
H -0.49468 -3.02386 3.97516
H 1.94032 -1.55736 6.45226
H 2.80062 -0.58566 5.25526
H 2.96452 -2.34206 5.24146
H 2.17762 0.78744 3.56046
H 4.60362 0.79534 2.87566
H 5.93242 0.27654 0.61726
H 2.55312 0.84234 -2.50964
H 2.14752 -0.82806 -2.10764
H 3.11782 -0.48206 -3.55284
H 4.92122 1.67564 -2.11154
H 5.42802 0.44884 -3.27904
H 6.18842 0.52354 -1.69084
H 3.93332 -2.42816 -1.34184
H 5.58562 -1.85686 -1.12284
H 4.92352 -2.02956 -2.75564
C 0.74292 0.86594 -5.25804
O -0.26618 -0.09546 -5.05674
P -0.28028 -1.01296 -3.68484
O 0.75422 -2.13676 -4.26574
C 1.08432 -3.24696 -3.45684
O -1.63428 -1.84156 -4.06854
C -2.90618 -1.44746 -3.60394
H 0.37992 1.54544 -6.03324
H 1.66392 0.38774 -5.60284
H 0.95342 1.43324 -4.34934
H 1.94622 -3.73616 -3.91284
H 0.24832 -3.94866 -3.41364
H 1.33532 -2.94186 -2.44224
H -3.44178 -2.34226 -3.27674
H -3.46018 -0.96866 -4.41824
H -2.83168 -0.75926 -2.76034
C -1.71388 2.46664 -3.44854
N -2.76718 3.11724 -2.69944
C -4.04458 2.95504 -3.35484
C -2.78518 2.74944 -1.27944
C -3.08588 1.30354 -0.93264
C -4.42588 0.92694 -0.85974
C -4.78388 -0.36296 -0.50744
C -3.78238 -1.27436 -0.23064
C -2.45278 -0.88796 -0.30784
C -2.03318 0.40594 -0.65684
H -1.66818 2.92504 -4.43924
H -1.87268 1.38604 -3.57414
H -0.76878 2.61724 -2.93674
H -3.97808 3.39664 -4.35194
H -4.81138 3.49204 -2.79394
H -4.35768 1.90374 -3.46274
H -3.54148 3.40324 -0.82264
H -1.80438 3.01074 -0.87604
H -5.20998 1.65334 -1.05844
H -5.83078 -0.64616 -0.44694
H -4.04008 -2.28646 0.06006
H -1.70068 -1.63416 -0.08384
F 1.57922 3.00724 -2.08594
C 0.97892 2.84934 -0.79094
F 2.03762 3.21894 0.06986
H 0.31992 3.74424 -0.74134
Cl 0.49342 -6.52246 -0.29624
C -0.13798 -4.91696 0.09466
Cl -0.69608 -4.93856 1.77296
Cl -1.51968 -4.58506 -0.95704
C 1.05602 -3.73466 -0.05434
O 2.16672 -4.18866 0.09256
O 0.57722 -2.64476 -0.29884
*
```

The energy above the lowest of the compared OMol25 structures with the same formula, charge and spin comes out at 87.7 kJ/mol. The frontier orbital gap comes out at 6.747 eV. The value obtained for the molecular weight is 821.23 g/mol. The HOMO energy is -2.33 eV. The total energy comes out at -123601.3579 eV.